Density functional theory data (ωB97M-V/def2-TZVPD) for a 9-piece molecular cluster, C24H62BF3O12S9 overall.

The LUMO energy is -0.699 eV. The HOMO-LUMO gap is 7.75 eV. For the molar mass, the calculation gives 899.2 g mol⁻¹. Its highest occupied orbital energy is -8.4474 eV. Its energy above the lowest of the compared OMol25 structures with the same formula, charge and spin is 0.00 kcal/mol.

Cartesian coordinates (Å):
C (0.5969, 2.8320, -1.2920)
C (-0.4810, 1.9012, -0.8284)
O (-0.4863, 1.4359, 0.2979)
O (-1.4835, 1.6368, -1.7035)
C (-1.2043, 0.4512, -2.4955)
C (-1.4602, -0.8078, -1.6976)
C (-0.7768, -2.0902, -2.2457)
C (-0.1433, -1.9902, -3.6195)
C (0.7273, -3.2525, -3.8197)
B (2.0407, -3.2342, -3.0149)
S (3.1187, -1.6644, -2.8016)
O (4.2193, -1.9529, -1.9229)
O (2.3214, -0.5273, -2.4090)
C (3.8750, -1.3148, -4.4927)
F (3.2199, -2.0811, -5.3925)
F (3.7448, -0.0391, -4.8380)
F (5.1563, -1.6700, -4.4916)
H (1.0862, 2.4763, -2.1901)
H (0.1843, 3.8196, -1.4487)
H (1.3290, 2.9239, -0.5089)
H (-1.9167, 0.5032, -3.3025)
H (-0.1860, 0.5402, -2.8533)
H (-2.5292, -0.9634, -1.6661)
H (-1.1686, -0.6811, -0.6672)
H (-1.5400, -2.8512, -2.3302)
H (-0.0906, -2.4533, -1.4873)
H (-0.9118, -2.0162, -4.3800)
H (0.5055, -1.1380, -3.7432)
H (0.9975, -3.3571, -4.8754)
H (0.1778, -4.1503, -3.5597)
H (2.4586, -4.1764, -2.4341)
C (2.5668, 2.4219, 3.0150)
S (1.1759, 3.5005, 2.6677)
O (1.6988, 4.6379, 1.8498)
C (0.9946, 4.1016, 4.3428)
H (2.8789, 1.9678, 2.0757)
H (3.3847, 3.0044, 3.4392)
H (2.2537, 1.6469, 3.7137)
H (1.9245, 4.5700, 4.6638)
H (0.7488, 3.2750, 5.0033)
H (0.1912, 4.8371, 4.3567)
C (2.4860, 4.6610, 8.0980)
S (2.9306, 2.9459, 7.8278)
O (2.1773, 2.4997, 6.6248)
C (2.0907, 2.2870, 9.2731)
H (2.8762, 5.2437, 7.2629)
H (1.4000, 4.7521, 8.1423)
H (2.9373, 5.0067, 9.0283)
H (1.0319, 2.5422, 9.2288)
H (2.5458, 2.7002, 10.1728)
H (2.2088, 1.2056, 9.2684)
C (-4.0795, -5.1152, -2.0581)
S (-2.7802, -5.5056, -0.8878)
O (-1.4962, -5.4675, -1.6437)
C (-3.2103, -7.2369, -0.6741)
H (-3.9644, -4.0765, -2.3577)
H (-3.9923, -5.7534, -2.9318)
H (-5.0515, -5.2499, -1.5825)
H (-3.1818, -7.7424, -1.6395)
H (-4.2049, -7.3101, -0.2345)
H (-2.4801, -7.6834, -0.0028)
C (4.6038, 5.8810, 2.9478)
S (4.6366, 5.1572, 4.5872)
O (3.9492, 6.1087, 5.5059)
C (6.4009, 5.3441, 4.8652)
H (3.5682, 5.8896, 2.6091)
H (4.9929, 6.8985, 2.9899)
H (5.2008, 5.2685, 2.2726)
H (6.6740, 6.3963, 4.7878)
H (6.9458, 4.7526, 4.1299)
H (6.6239, 4.9783, 5.8651)
C (3.4630, -3.3601, 2.8633)
S (3.7401, -3.4533, 1.0884)
O (3.0990, -4.7080, 0.6156)
C (5.5049, -3.7696, 1.1857)
H (2.3989, -3.2040, 3.0251)
H (3.7745, -4.2924, 3.3355)
H (4.0221, -2.5187, 3.2728)
H (5.6843, -4.6729, 1.7694)
H (6.0012, -2.9133, 1.6423)
H (5.8719, -3.9049, 0.1709)
C (-2.7040, -6.2273, -6.5330)
S (-3.5511, -4.6956, -6.1313)
O (-4.5208, -5.0094, -5.0479)
C (-4.4893, -4.5830, -7.6586)
H (-2.0884, -6.5003, -5.6780)
H (-3.4362, -7.0112, -6.7266)
H (-2.0695, -6.0719, -7.4054)
H (-5.1028, -5.4759, -7.7779)
H (-3.8024, -4.4754, -8.4979)
H (-5.1268, -3.7043, -7.5946)
C (-3.8113, 2.2708, 1.8362)
S (-3.4439, 0.5582, 1.4425)
O (-4.1432, 0.2487, 0.1668)
C (-4.4389, -0.1624, 2.7579)
H (-3.3147, 2.8921, 1.0939)
H (-4.8890, 2.4345, 1.7976)
H (-3.4227, 2.5060, 2.8269)
H (-5.4770, 0.1560, 2.6556)
H (-4.0387, 0.1463, 3.7239)
H (-4.3763, -1.2444, 2.6662)
C (-4.3782, 5.4274, -3.8169)
S (-3.9626, 3.7225, -4.2096)
O (-4.6928, 3.3738, -5.4564)
C (-4.8595, 2.9845, -2.8395)
H (-3.9390, 6.0628, -4.5826)
H (-5.4614, 5.5494, -3.8138)
H (-3.9612, 5.6863, -2.8437)
H (-5.9109, 3.2675, -2.8970)
H (-4.4219, 3.3175, -1.8989)
H (-4.7633, 1.9041, -2.9161)

Atoms 1-6, force components in eV/Å:
C 0.0 -0.1 0.2
C 0.2 -0.5 1.7
O -0.1 0.5 -1.2
O 0.0 0.1 -0.2
C -0.3 0.2 0.7
C 0.1 -0.6 -0.3

Atom charges from the Löwdin analysis, given in e for atoms 1 to 2: number 1, C, carries 0.035; number 2, C, carries -0.516